# 1
{
  "formula": "C2H2O3S",
  "method": "the ωB97M-V functional and the def2-TZVPD basis",
  "charge": 0,
  "e_lumo_ev": -0.7,
  "homo_lumo_gap_ha": 0.358,
  "smiles": "O=CC=S(=O)=O",
  "multiplicity": 1,
  "homo_energy_ev": -10.397,
  "e_above_lowest_kj_mol": 313.69,
  "total_energy_ev": -19081.1936,
  "species": ["C", "C", "O", "O", "O", "S", "H", "H"],
  "coordinates": [[0.156095, 1.092154, 0.073374], [0.916810, -0.117340, -0.020199], [3.117495, -1.403697, -0.013797], [0.539416, 2.231539, -0.035038], [3.094185, 1.156017, 0.029389], [2.507482, -0.113671, -0.005636], [-0.860279, 0.817908, 0.037365], [0.550404, -1.069331, 0.235045]],
  "forces_ev_per_angstrom": [[0.681, 0.674, -1.274], [1.106, -0.065, 0.632], [0.584, 0.538, -0.049], [-0.026, 0.014, 0.412], [1.632, 0.929, -0.207], [-1.094, -1.223, 0.204], [-2.070, 0.095, 0.474], [-0.814, -0.962, -0.191]]
}

***

# 2
{
  "formula": "C30H38N7O6SSn",
  "method": "the ωB97M-V functional and the def2-TZVPD basis",
  "charge": 1,
  "e_lumo_ev": -2.4,
  "homo_lumo_gap_ha": 0.301,
  "multiplicity": 1,
  "homo_energy_ev": -10.543,
  "e_above_lowest_kj_mol": 185.03,
  "total_energy_ev": -71104.5012,
  "species": ["Sn", "O", "C", "O", "C", "C", "C", "C", "C", "N", "C", "O", "O", "H", "H", "H", "H", "C", "C", "C", "C", "C", "C", "C", "S", "O", "O", "N", "C", "C", "C", "C", "C", "C", "C", "C", "N", "C", "H", "H", "H", "H", "H", "H", "H", "H", "H", "H", "H", "H", "H", "N", "C", "C", "C", "N", "H", "H", "H", "H", "H", "H", "H", "H", "H", "H", "N", "C", "C", "N", "C", "C", "H", "H", "H", "H", "H", "H", "H", "H", "H", "H", "H"],
  "coordinates": [[-0.724014, -14.040039, -10.803224], [-0.399876, -14.704255, -15.738586], [0.155256, -14.349527, -14.550135], [0.901652, -15.069147, -13.926081], [-0.121207, -12.921431, -14.285262], [-0.285029, -11.988084, -15.298801], [-0.525020, -10.609941, -14.979353], [-0.591357, -10.259102, -13.664571], [-0.589617, -11.271859, -12.693364], [-0.430410, -12.556777, -13.022872], [-0.886893, -10.926577, -11.287778], [-0.986442, -9.784005, -10.931220], [-1.089584, -11.918500, -10.463855], [-0.401904, -15.719804, -15.757381], [-0.186734, -12.257749, -16.340307], [-0.701430, -9.927852, -15.789772], [-0.849657, -9.231225, -13.302570], [-9.518620, -15.399256, -12.462356], [-8.068108, -14.949036, -12.440462], [-7.222824, -15.241284, -13.537080], [-5.878174, -14.935443, -13.547839], [-5.395355, -14.200208, -12.493401], [-6.175503, -13.873569, -11.392973], [-7.522372, -14.144916, -11.415256], [-3.632206, -13.719061, -12.496555], [-3.112602, -14.338141, -13.678348], [-3.575034, -12.220659, -12.367658], [-2.921623, -14.220134, -11.155266], [-3.225181, -15.551006, -10.648147], [-2.729331, -16.617653, -11.383206], [-3.141455, -17.930389, -11.115652], [-3.997604, -18.161705, -10.067816], [-4.390520, -17.070389, -9.186789], [-5.317300, -17.231406, -8.093538], [-5.776018, -16.104104, -7.458420], [-5.100636, -14.890178, -7.699130], [-4.217463, -14.753300, -8.640463], [-4.001097, -15.767268, -9.482588], [-9.891616, -15.371696, -11.409439], [-9.604896, -16.496385, -12.747114], [-10.154867, -14.700918, -13.017124], [-7.642928, -15.979858, -14.196259], [-5.256944, -15.270175, -14.378958], [-5.685105, -13.367969, -10.647901], [-8.118388, -13.960382, -10.539231], [-2.085893, -16.443987, -12.247521], [-2.721527, -18.758430, -11.675803], [-4.260149, -19.190663, -9.992825], [-5.707057, -18.248162, -7.842120], [-6.586960, -16.131579, -6.776030], [-5.195778, -14.088526, -6.970933], [1.678292, -13.001737, -9.816030], [1.390498, -12.117384, -8.666226], [0.731539, -12.728275, -7.413022], [-0.777445, -12.771983, -7.541408], [-1.342285, -13.809627, -8.382354], [1.915719, -13.886211, -9.420016], [2.389169, -12.579715, -10.448212], [0.791931, -11.308897, -8.982887], [2.269526, -11.601019, -8.322703], [0.994732, -12.061089, -6.578743], [1.216869, -13.697832, -7.133181], [-1.054975, -11.797204, -7.967626], [-1.215447, -12.816328, -6.551254], [-2.360700, -13.747624, -8.403649], [-1.115667, -14.705030, -7.963212], [-3.618449, -10.646569, -10.353587], [-3.987287, -9.600918, -11.385801], [-5.050160, -8.699179, -10.820774], [-4.743048, -8.129302, -9.571593], [-4.307476, -9.102882, -8.613610], [-3.128920, -9.930186, -9.091347], [-3.020153, -11.406648, -10.645113], [-4.467819, -11.135205, -10.002202], [-4.137698, -10.180661, -12.318165], [-3.015669, -9.079237, -11.522175], [-5.906772, -9.310108, -10.678772], [-5.575490, -8.073677, -11.589300], [-4.182340, -7.333562, -9.538526], [-5.153646, -9.741926, -8.417229], [-4.032616, -8.717060, -7.619855], [-2.737317, -10.639208, -8.345650], [-2.261968, -9.264012, -9.352656]],
  "forces_ev_per_angstrom": [[0.606, 0.627, -0.161], [-0.242, -2.090, 0.783], [1.063, -0.922, -1.060], [-1.094, 0.583, 0.124], [-1.560, 1.732, 0.699], [0.355, 1.352, 0.034], [0.270, -2.217, -0.542], [-0.945, 1.091, 1.311], [0.205, -0.626, -1.980], [1.028, -0.044, 0.768], [0.052, -1.853, 0.932], [0.342, 1.674, -0.116], [0.048, -0.280, -0.449], [0.288, 1.979, -0.180], [-0.013, -0.193, 0.048], [0.129, 0.315, -0.083], [0.571, -1.006, -0.544], [0.226, -0.873, 1.577], [0.704, 1.038, -0.868], [-1.119, -1.113, 1.506], [-0.156, 0.017, -0.721], [1.546, 0.161, 0.629], [-0.426, -0.337, -2.398], [-0.572, -1.526, 0.064], [-1.197, 1.879, 0.930], [0.613, 0.066, -0.669], [0.004, -2.578, -0.955], [-0.751, -0.599, 1.359], [0.880, 0.251, -2.240], [-0.378, 0.327, -0.089], [0.065, 0.160, 0.906], [0.699, 1.135, -0.032], [-1.009, -2.116, -0.173], [-0.262, -0.398, -0.575], [0.621, -0.646, -0.491], [0.142, -0.410, 0.586], [-0.360, 1.635, 0.194], [0.970, -0.371, -0.597], [0.150, 0.038, -0.707], [-0.026, 1.553, -0.179], [0.144, -0.504, -0.258], [0.103, 0.146, -0.804], [-0.005, 0.241, 0.367], [0.730, 1.159, 2.077], [-0.233, 0.319, 0.188], [-0.228, 0.196, 0.248], [-0.275, 0.079, -0.114], [-0.706, -0.460, 0.896], [0.346, 1.040, -0.302], [-0.398, -0.140, 0.742], [-0.231, 0.187, -0.278], [-0.672, 1.121, 0.217], [0.861, -0.050, 0.477], [0.784, -0.534, -0.591], [-0.083, 1.066, 0.442], [0.365, -0.522, -0.505], [0.941, -0.651, -0.351], [-0.618, -0.909, 0.861], [-1.053, 0.810, -0.587], [0.910, -0.099, 0.144], [-0.263, -0.118, -0.235], [-0.537, 0.440, -0.301], [-0.063, -0.338, 0.093], [-0.176, -0.075, 0.381], [-0.099, -0.102, -0.056], [-0.140, -0.212, -0.026], [-1.216, 1.014, 2.597], [2.142, -0.634, -0.963], [-1.220, -0.330, -1.823], [-0.661, 0.008, 1.181], [0.454, -0.416, 0.857], [0.783, 0.444, -0.457], [0.618, -0.166, -0.653], [0.372, 0.281, -0.738], [-0.623, 0.648, 0.559], [-0.704, -0.047, 0.011], [-1.012, -1.217, 0.640], [1.412, 0.350, 0.615], [0.980, 1.496, -0.437], [-0.472, -0.592, 0.149], [-0.213, 0.515, -0.506], [-0.511, -0.037, -0.409], [-0.999, -0.821, 0.012]]
}